# 1
Computed, not measured: a cluster of 2 separate species, C4H11NO in total, with the ωB97M-V functional and the def2-TZVPD basis.

Atoms and positions in Å:
C  0.084  0.171  1.651
H  2.026  -1.470  -3.071
H  0.987  -0.442  1.835
H  1.466  1.663  1.156
N  0.237  0.971  -0.521
H  -1.916  -0.687  1.268
H  0.907  -1.785  -2.036
H  0.101  1.727  -1.204
C  -0.889  -0.681  0.855
H  -0.403  0.354  2.629
H  -0.538  -1.730  0.809
C  0.434  1.393  0.861
H  -0.225  2.242  1.126
H  -0.663  -0.803  -1.228
O  1.057  -1.384  -2.921
C  -0.860  -0.023  -0.467
H  -1.804  0.486  -0.744

Atomic forces in eV per Å
-0.045 -1.302 2.163
-1.047 0.104 0.218
-0.316 0.464 0.049
-0.350 0.186 -0.703
0.396 -0.390 0.304
0.584 -0.010 -0.077
0.287 0.489 -0.934
-0.041 -0.654 0.658
-0.358 -0.506 0.736
0.710 0.334 -0.282
-0.286 0.516 0.013
-0.018 0.955 0.245
0.162 -0.164 0.058
-0.376 0.659 -0.048
0.852 -0.625 0.612
-0.240 0.383 -3.257
0.087 -0.438 0.243

Summary:
SMILES string = C1CCNC1.O
lowest unoccupied orbital energy = 0.91 eV
HOMO = -8.46 eV
multiplicity = 1
energy relative to the best compared isomer or geometry (same formula, charge and spin) = 30.1 kcal/mol

Atomic partial charges in e from the natural (NBO) method, atoms 1 to 6:
1. C -0.412
2. H 0.471
3. H 0.203
4. H 0.195
5. N -0.634
6. H 0.210

=====

# 2
Computed, not measured: a cluster of 11 separate species, C12H46N18O11 in total, with the ωB97M-V functional and the def2-TZVPD basis.

Atoms and positions in Å:
H  18.325  -4.241  -22.473
N  22.661  -5.205  -25.071
H  20.952  -5.599  -18.654
H  22.434  -6.069  -19.299
N  24.106  -3.244  -18.288
C  24.639  -2.108  -18.491
H  19.129  -0.599  -18.833
O  23.476  -6.238  -16.884
C  21.042  -7.041  -22.209
H  22.495  -6.100  -25.510
C  17.020  -4.499  -23.873
N  24.871  -3.778  -21.600
C  20.931  -0.568  -18.035
O  17.804  -1.403  -20.187
H  23.747  2.138  -22.361
H  22.582  -2.986  -22.325
H  22.158  -5.460  -22.220
C  21.150  -3.184  -20.932
N  21.317  -5.628  -16.381
H  23.956  -1.364  -21.104
O  17.679  -5.365  -24.422
H  21.468  -5.545  -15.386
N  15.907  -3.993  -24.281
H  21.828  -3.152  -20.078
C  17.743  -0.811  -21.234
H  19.809  -2.232  -17.955
N  18.657  -0.007  -21.704
C  22.013  -4.294  -25.769
O  23.437  -1.046  -21.847
H  25.020  0.866  -22.356
O  24.486  -3.690  -23.711
H  26.855  -3.913  -23.951
H  20.670  -2.226  -21.132
H  17.625  -4.808  -20.328
H  25.717  -0.838  -17.713
H  22.045  0.407  -22.041
N  18.220  -6.072  -18.633
H  17.089  -3.059  -22.475
H  21.376  -2.173  -17.235
N  19.907  -0.013  -18.567
H  18.133  -3.214  -19.722
H  19.936  0.982  -18.735
O  19.104  -4.297  -17.691
O  24.486  -1.442  -19.495
N  21.904  -5.878  -18.461
H  23.366  -3.634  -18.855
H  16.892  -0.243  -22.909
H  20.519  -5.157  -16.783
N  20.676  -1.733  -17.816
H  15.457  -3.275  -23.731
C  23.962  1.080  -22.510
H  24.462  -3.813  -17.533
H  17.718  -6.557  -19.363
H  25.546  -3.875  -20.855
H  15.627  -4.086  -25.247
N  16.766  -0.787  -22.068
O  21.913  -3.595  -22.002
H  27.098  -4.053  -22.166
C  23.049  0.249  -21.648
H  23.161  0.550  -20.606
N  22.413  -3.125  -25.488
C  18.480  -4.822  -18.612
H  21.910  -2.339  -25.876
H  25.615  -2.397  -16.725
O  21.187  -4.592  -26.571
H  18.447  -6.510  -17.752
N  17.998  -4.208  -19.606
H  23.890  -3.982  -21.469
N  17.397  -3.975  -22.770
N  22.107  -6.407  -21.872
C  22.324  -5.956  -17.240
H  23.122  -3.126  -24.769
H  18.301  0.665  -22.369
O  20.814  -8.191  -21.850
H  20.698  -5.445  -23.190
H  19.529  0.149  -21.218
N  25.464  -1.797  -17.523
H  20.337  -3.877  -20.716
H  23.856  0.739  -23.540
C  25.247  -3.778  -22.838
H  23.422  -4.935  -24.464
H  22.883  -6.767  -21.336
H  15.972  -1.403  -21.965
N  20.261  -6.308  -22.901
N  26.538  -3.902  -22.992
O  21.931  0.026  -17.654
H  19.561  -6.786  -23.451

Atomic forces in eV per Å
-0.024 0.037 0.041
0.484 -3.093 1.042
0.142 -0.145 0.109
0.193 -0.232 0.584
-2.833 -5.504 0.512
0.590 1.055 -1.190
-0.188 0.723 -0.229
-0.546 0.129 -0.413
-0.065 -5.015 2.165
0.618 -0.287 0.748
2.027 -2.782 -2.503
-1.308 -0.286 3.947
2.939 6.724 0.747
-0.041 -1.748 1.758
0.185 0.153 -0.414
-0.220 1.121 0.151
0.722 0.020 0.386
0.152 0.753 0.815
-0.248 -0.006 0.888
0.204 -0.019 0.710
-0.145 -0.579 -0.654
0.283 -0.079 -0.413
-4.486 1.695 -2.465
-0.574 0.526 0.526
1.434 0.543 1.405
0.201 -0.016 0.124
3.252 2.320 -0.655
-0.362 -2.010 -0.446
-0.571 -2.384 -0.869
0.017 0.160 0.719
-4.116 0.607 -5.304
0.518 -0.037 0.480
0.170 0.309 0.283
-0.202 0.914 -0.298
0.915 -0.030 1.319
-0.428 -0.101 0.373
-0.190 -5.374 1.440
0.227 -0.301 -0.124
-0.261 -0.579 -0.128
-3.866 4.158 -3.226
-0.265 0.018 -0.328
-0.276 -0.300 -0.034
0.824 0.863 0.924
-0.157 1.345 -0.903
-1.177 0.397 -4.721
0.290 0.131 0.105
-0.644 -0.632 0.025
-0.307 0.105 0.331
0.311 -11.329 2.890
-0.018 -0.268 -0.405
0.297 0.391 -0.450
-0.614 -0.294 -0.162
0.183 0.020 0.400
-0.598 0.008 0.078
0.015 -0.180 0.292
-4.894 -1.114 -2.814
0.085 -1.692 -1.779
0.402 0.006 -0.825
0.899 1.285 -0.260
-0.435 -0.068 0.190
1.106 5.352 0.976
1.215 1.268 2.431
0.458 -0.044 0.360
0.096 0.931 -0.015
-2.777 -0.677 -2.584
-0.146 -0.679 -0.437
-1.613 2.863 -4.310
0.171 0.148 0.558
2.603 2.100 5.754
4.765 2.905 1.596
1.716 0.044 3.676
-0.071 1.381 -0.186
1.080 0.165 0.217
-0.416 -0.862 0.013
-0.853 -0.004 -0.922
-0.190 0.148 0.023
1.824 2.152 0.713
0.241 -0.401 -0.238
-0.465 0.448 -0.240
2.602 -0.329 2.508
0.079 -0.690 -0.317
-0.516 -0.386 -0.343
-0.022 0.512 0.090
-3.555 2.587 -2.701
2.933 -0.134 -0.867
1.288 0.560 -0.096
-0.076 0.609 -0.150

Summary:
SMILES string = NC(N)=O.NC(N)=O.NC(N)=O.NC(N)=O.NC(N)=O.NC(N)=O.NC(N)=O.NC(N)=O.NC(N)=O.CCO.CO
lowest unoccupied orbital energy = -0.32 eV
HOMO = -8.97 eV
multiplicity = 1
energy relative to the best compared isomer or geometry (same formula, charge and spin) = 128.0 kcal/mol

Atomic partial charges in e from the Mulliken method, atoms 1 to 6:
1. H 0.016
2. N -0.322
3. H 0.050
4. H -0.150
5. N 0.029
6. C 0.614

=====

# 3
Computed, not measured: a structure of composition C41H40ClHgN6O2S4, with the ωB97M-V functional and the def2-TZVPD basis.

Atoms and positions in Å:
C  0.947  1.781  -5.365
C  5.753  2.445  3.634
H  1.588  1.790  -7.490
O  -6.263  0.771  3.980
H  7.320  1.082  4.180
C  -6.332  -1.767  -0.138
H  -5.671  -0.134  6.134
H  3.881  -1.845  3.189
C  1.058  3.332  -0.818
H  -3.220  -2.002  4.180
C  1.857  1.638  -6.454
H  -5.895  0.391  1.444
C  1.477  4.662  -0.535
H  5.966  -0.940  3.761
H  0.673  -5.580  0.006
H  -7.126  0.380  4.153
Cl  -8.782  -2.005  -3.936
C  3.671  1.427  2.997
C  5.536  0.046  3.615
C  1.527  1.540  -4.157
N  -2.946  0.099  2.652
C  2.148  -4.687  1.351
N  -1.939  -0.518  3.321
C  -6.672  -2.182  4.457
C  -4.113  0.591  3.372
H  -5.141  -1.772  6.537
H  2.581  -5.626  1.670
C  4.215  0.163  3.198
H  4.009  3.537  3.000
C  -8.463  -2.083  -1.251
C  -5.320  -1.452  4.410
H  6.350  3.333  3.800
H  -0.166  -3.379  -0.734
C  0.939  1.614  -2.755
C  -7.705  -2.005  -0.093
C  -0.571  1.427  -2.835
N  1.074  -2.276  0.472
H  -5.649  -2.647  1.663
H  -6.968  -2.599  3.494
H  -4.463  -1.613  0.899
S  3.180  1.105  -4.343
O  1.513  0.578  -2.019
H  1.403  5.124  0.440
H  -4.667  -1.423  -1.445
H  -3.979  -0.607  5.920
C  1.268  2.967  -2.116
H  -8.200  -2.147  0.863
H  -9.527  -2.270  -1.205
C  3.102  1.279  -6.040
C  2.064  -2.269  1.441
S  -1.708  2.688  -2.590
C  4.444  2.562  3.188
H  -0.054  -1.104  2.613
C  -5.734  -1.611  -1.383
C  -1.202  0.258  -3.144
N  -1.367  -0.163  1.182
H  -6.606  -3.010  5.165
C  1.993  5.282  -1.633
C  -5.013  -0.948  5.831
C  1.087  -4.671  0.417
H  -6.015  -1.560  -3.522
N  1.889  0.115  1.580
C  -3.033  1.652  -2.895
H  2.390  6.282  -1.711
S  1.978  4.256  -2.996
C  2.442  -1.018  2.002
H  -4.273  -2.870  3.066
C  -1.014  -0.659  2.405
H  -7.070  -0.649  2.176
C  -4.206  -2.453  4.067
H  -0.657  -0.651  -3.366
H  0.625  2.678  -0.074
C  -7.841  -1.917  -2.477
C  -5.405  -0.243  3.422
H  3.978  1.093  -6.644
H  -3.202  0.808  0.653
C  -2.589  0.295  1.381
Hg  0.589  -0.146  -0.279
H  -3.778  0.769  4.389
C  0.615  -3.446  0.015
C  -6.481  -1.682  -2.554
H  -3.285  -0.431  -3.410
H  3.446  -3.546  2.556
H  -4.041  2.037  -2.842
N  3.417  -0.977  2.995
S  1.970  1.488  2.574
C  -5.525  -1.699  1.142
H  -4.266  -3.288  4.771
C  -2.618  0.385  -3.177
C  2.631  -3.513  1.845
C  -5.994  -0.534  2.022
H  -4.386  1.554  2.944
H  -7.484  -1.537  4.811
C  6.295  1.184  3.847
H  -0.090  2.066  -5.478

Atomic forces in eV per Å
0.035 0.120 -0.132
-0.013 -0.028 -0.025
0.006 -0.007 0.025
-0.050 -0.110 -0.029
-0.011 0.002 0.003
0.028 0.018 -0.003
-0.017 -0.027 -0.002
0.009 -0.023 0.023
0.037 0.111 0.020
-0.194 -0.132 0.036
-0.100 0.026 0.024
-0.012 0.013 0.044
-0.017 -0.077 0.035
-0.008 0.044 -0.002
0.011 0.038 0.012
0.009 0.008 -0.016
0.017 -0.002 0.026
-0.012 0.144 0.034
0.042 -0.034 -0.008
0.017 -0.113 0.033
-0.148 -0.196 0.065
-0.006 -0.035 -0.030
0.128 0.352 -0.380
0.027 0.033 0.005
0.118 0.058 -0.049
0.028 0.017 -0.028
-0.003 0.014 0.006
0.019 -0.179 -0.062
0.015 -0.045 0.003
-0.010 0.028 0.081
-0.062 -0.007 0.059
-0.006 -0.016 -0.002
-0.021 0.000 0.001
-0.035 0.106 0.157
-0.006 -0.050 -0.005
0.041 0.089 -0.081
0.057 0.080 0.251
-0.014 -0.024 0.059
0.037 -0.004 -0.045
-0.038 -0.024 0.012
0.034 -0.029 0.120
-0.223 -0.214 0.128
0.000 -0.021 -0.054
-0.029 -0.020 -0.002
-0.057 -0.031 0.021
-0.067 0.011 -0.041
0.037 0.009 -0.040
0.024 -0.006 -0.009
-0.019 0.012 0.012
-0.023 -0.061 -0.027
0.059 0.089 0.060
0.036 0.033 0.022
-0.092 -0.009 -0.042
-0.017 0.071 0.004
-0.121 -0.132 -0.026
0.258 -0.220 0.085
-0.011 0.010 -0.014
-0.004 -0.001 0.017
0.021 0.011 0.026
0.009 -0.036 0.018
0.029 0.012 0.015
-0.094 -0.048 0.002
-0.036 0.028 0.034
-0.022 -0.041 0.027
-0.016 -0.004 -0.100
0.059 -0.036 -0.071
-0.021 -0.008 -0.024
-0.063 -0.031 0.123
-0.012 -0.023 -0.013
-0.027 -0.052 0.051
-0.028 0.051 0.013
0.004 0.007 0.027
-0.010 0.004 -0.009
0.101 -0.031 0.029
-0.054 0.003 0.008
0.017 -0.061 0.033
0.012 0.322 -0.028
0.205 0.060 -0.391
0.026 0.082 -0.018
0.036 0.121 -0.103
0.073 0.003 0.009
-0.083 -0.042 -0.018
-0.020 -0.030 -0.004
0.060 -0.078 -0.039
0.011 0.175 0.162
-0.002 -0.059 -0.013
-0.001 0.002 0.000
-0.017 0.020 -0.027
0.093 -0.039 0.048
0.011 0.037 -0.002
0.021 0.036 -0.024
0.016 0.016 -0.065
0.036 -0.010 -0.018
-0.036 0.000 -0.010
0.017 -0.020 0.022

Summary:
lowest unoccupied orbital energy (spin up / spin down) = 0.29 / 0.08 eV
HOMO (spin up / spin down) = -5.55 / -7.46 eV
<S²> = 0.77
multiplicity = 2

Atomic partial charges in e from the Mulliken method, atoms 1 to 6:
1. C -0.202
2. C -0.642
3. H 0.397
4. O -0.719
5. H 0.365
6. C -0.255

=====

# 4
Computed, not measured: a structure of composition C38H28Cl2MnN2O5P2, with the ωB97M-V functional and the def2-TZVPD basis.

Atoms and positions in Å:
C  -1.419  -0.445  3.031
C  2.894  -2.348  -0.096
C  -2.962  -0.863  1.243
C  -4.520  -3.380  -2.596
C  2.615  1.790  -3.601
C  -2.705  -3.619  -0.931
C  -3.927  -1.231  2.171
H  0.617  -0.557  -2.111
O  3.183  -2.160  -2.439
C  -3.643  -1.204  3.526
C  0.076  1.733  1.077
C  -3.744  -4.013  -0.036
C  2.434  -2.511  -1.544
O  -0.112  -3.446  2.001
C  2.976  0.999  -1.364
C  3.200  0.883  -2.733
H  -0.543  2.430  0.506
C  -2.313  0.912  -1.266
H  0.228  6.607  2.264
H  -2.129  -0.841  5.010
H  2.781  1.702  -4.668
H  4.299  6.335  0.964
H  3.409  -2.232  3.693
H  -3.768  1.646  -2.654
H  5.553  -1.512  3.141
O  0.863  -3.154  4.022
H  2.399  7.698  1.796
C  -3.184  -3.382  -2.253
H  -3.180  -0.971  0.189
H  -0.052  4.196  1.904
H  -4.894  -1.573  1.822
C  0.843  -3.116  2.807
P  1.878  2.063  0.952
H  1.321  3.499  -3.788
H  -2.889  1.225  -0.405
H  -0.425  -0.180  3.378
C  3.295  -2.250  2.616
C  -2.801  1.174  -2.536
H  -0.237  -0.087  -4.352
C  -5.085  -4.016  -0.365
H  -0.184  1.809  2.135
C  4.126  -1.934  0.354
C  2.098  -2.643  2.067
Cl  -2.004  -3.090  -3.505
C  3.184  4.509  0.969
H  -4.389  -1.523  4.243
O  1.250  -3.018  -1.636
C  1.064  6.022  1.900
H  -2.444  1.005  -4.647
C  2.278  6.634  1.637
C  -2.054  0.819  -3.654
C  -0.823  0.207  -3.491
C  1.796  2.803  -3.107
P  -0.315  -0.014  0.546
Mn  0.151  -3.118  0.051
C  -0.342  -0.068  -2.217
C  0.907  4.654  1.691
H  3.424  0.285  -0.681
C  -2.378  -0.820  3.957
C  3.344  5.869  1.169
C  1.567  2.905  -1.746
Cl  -3.282  -4.515  1.571
H  0.922  3.691  -1.368
C  4.319  -1.888  1.735
C  -1.083  0.274  -1.091
O  5.534  -1.484  2.177
N  1.939  -2.679  0.757
C  -5.495  -3.677  -1.649
H  3.810  0.075  -3.112
H  -5.807  -4.298  0.392
C  2.157  2.003  -0.859
H  4.902  -1.653  -0.343
C  1.960  3.881  1.216
H  -6.545  -3.663  -1.910
H  4.019  3.921  0.601
C  -1.705  -0.442  1.663
H  -4.794  -3.154  -3.619
N  -1.443  -3.488  -0.572

Atomic forces in eV per Å
-0.063 0.049 -0.019
-0.001 -0.100 -0.042
0.003 -0.186 -0.043
-0.016 -0.031 -0.046
-0.050 0.034 0.061
0.109 -0.018 0.242
0.039 0.019 -0.037
-0.004 -0.065 0.009
0.004 -0.113 -0.140
0.095 0.019 0.056
-0.169 -0.091 0.005
-0.134 -0.037 0.191
-0.160 -0.089 0.169
0.204 0.227 0.179
-0.024 -0.008 -0.031
0.054 0.079 -0.042
0.025 0.021 0.026
0.027 0.202 -0.048
0.005 -0.001 0.008
0.007 -0.002 -0.006
0.004 0.002 0.002
-0.006 0.005 -0.005
0.020 0.006 -0.020
0.011 0.020 0.002
-0.031 0.027 -0.039
-0.122 -0.013 0.092
0.001 -0.001 0.000
-0.014 0.069 -0.147
-0.023 0.047 0.001
0.022 0.019 -0.023
0.027 -0.024 -0.013
0.089 0.036 -0.234
0.182 -0.040 0.033
0.010 0.006 0.005
-0.019 -0.039 0.030
0.000 -0.015 0.008
0.170 0.091 -0.027
0.037 -0.056 0.039
0.002 0.009 0.001
0.011 -0.027 -0.001
-0.062 0.013 0.010
0.008 -0.020 0.030
-0.161 -0.134 0.126
-0.045 0.044 0.102
0.016 0.010 -0.024
-0.002 0.026 0.010
0.288 0.368 -0.068
0.015 -0.083 -0.016
0.023 0.011 0.004
0.027 -0.031 -0.014
-0.007 -0.042 0.023
0.001 -0.016 0.001
-0.006 -0.073 0.005
-0.154 -0.406 -0.280
-0.529 -0.411 0.084
-0.053 -0.037 -0.029
-0.041 0.078 0.046
-0.019 0.103 -0.066
-0.072 -0.030 -0.050
-0.068 -0.008 0.029
-0.017 0.028 0.016
0.004 0.064 -0.123
0.007 -0.004 0.004
-0.027 0.023 0.085
0.042 0.281 0.027
0.040 -0.018 0.052
0.134 -0.086 -0.073
0.076 0.026 0.014
-0.055 0.005 0.057
0.016 -0.004 0.001
-0.025 0.017 -0.048
0.034 -0.037 0.037
-0.016 -0.028 -0.032
0.013 -0.015 -0.007
-0.011 0.000 0.002
0.080 0.228 0.103
0.009 0.001 0.006
0.217 0.123 -0.238

Summary:
lowest unoccupied orbital energy (spin up / spin down) = 2.21 / 2.21 eV
HOMO (spin up / spin down) = -3.74 / -4.12 eV
<S²> = 6.04
multiplicity = 5
charge = -1
energy relative to the best compared isomer or geometry (same formula, charge and spin) = 6.3 kcal/mol

Atomic partial charges in e from the Mulliken method, atoms 1 to 6:
1. C -0.800
2. C 0.644
3. C -0.260
4. C -0.652
5. C -0.501
6. C -0.671

=====

Number 1: strongest force on any atom 0.06395 Eh/bohr. Number 2: strongest force on any atom 0.22745 Eh/bohr. Number 3: strongest force on any atom 0.01038 Eh/bohr. Number 4: strongest force on any atom 0.01314 Eh/bohr.